[1]
C4H9N2O | ωB97M-V/def2-TZVPD

Each line ends with the Löwdin charge.
Cartesian coordinates (Å):
C (0.3868, 0.8600, -1.8274)  0.0672
C (0.4177, -0.2584, -0.8845)  -0.0726
C (1.2747, -1.3588, -0.7412)  0.1594
N (1.0368, -1.8595, 0.4823)  0.1742
C (0.0514, -1.1498, 1.1263)  0.1005
N (-0.4509, -0.3112, 0.2397)  0.2242
H (0.3779, 0.4788, -2.9102)  0.1735
H (1.3339, 1.4617, -1.7965)  0.1628
H (-0.3579, 1.6234, -1.6893)  0.1110
H (2.1514, -1.6187, -1.2705)  0.1750
H (1.6622, -2.4529, 1.1583)  0.2722
H (-0.4329, -1.4984, 2.0126)  0.1929
H (-1.1004, 0.4465, 0.4322)  0.1378
H (-2.8534, 1.9987, 1.5855)  0.0801
H (-1.5641, 1.9168, 2.4765)  0.0757
O (-1.9333, 1.7218, 1.6063)  -0.0341

## Properties
Orbital gap (spin up / spin down) (eV): 9.92 / 5.89
⟨S²⟩: 0.760
Net charge: +2
Spin multiplicity: 2
E_HOMO (spin up / spin down) (hartree): -0.712 / -0.712
Strongest force on any atom (eV/A): 3.289

---

[2]
C4H5N3O | ωB97M-V/def2-TZVPD

Each line ends with the Löwdin charge.
Cartesian coordinates (Å):
H (1.5347, 1.7151, -1.9346)  0.0540
N (1.4636, 1.7590, -0.9188)  0.1361
C (0.6838, 0.8829, -0.4670)  -0.4772
C (0.3444, 0.7372, 1.0030)  -0.0377
C (-0.9799, 0.0166, 0.8897)  -0.3039
O (-2.0129, 0.2242, 1.4257)  0.1575
N (-0.7295, -1.5434, 0.2617)  0.1357
C (-0.2492, -1.2344, -0.9206)  -0.2198
N (-0.2052, 0.0592, -1.2022)  0.0462
H (0.2228, 1.6985, 1.5033)  0.1291
H (1.0817, 0.1438, 1.5468)  0.1285
H (-1.0796, -2.4656, 0.4964)  0.1261
H (-0.0747, -1.9931, -1.6834)  0.1255

## Properties
Orbital gap (eV): 8.86
Net charge: 0
E_HOMO (hartree): -0.321
Strongest force on any atom (eV/A): 3.175
Structure (SMILES): [H]/N=C1/CC(=O)NC=N1

---

[3]
C35H95HgN8O9 | ωB97M-V/def2-TZVPD

Each line ends with the Löwdin charge.
Cartesian coordinates (Å):
Hg (1.8283, -2.9035, 1.1929)  1.2453
C (-0.5341, -0.3535, -1.0251)  -0.0557
C (-0.6977, -0.4209, 0.4678)  -0.5803
C (-2.1046, -0.8250, 0.9443)  -0.0503
O (0.2490, -1.1298, 1.2121)  -0.3853
H (-1.2609, 0.2893, -1.5284)  0.0556
H (-0.7767, -1.2791, -1.5701)  0.0661
H (0.4275, 0.0004, -1.4024)  0.0657
H (-0.6136, 0.6445, 0.7433)  0.1106
H (-2.1394, -0.6528, 2.0195)  0.0634
H (-2.3479, -1.8701, 0.7387)  0.0509
H (-2.9348, -0.2823, 0.4828)  0.0534
C (-3.9721, -3.7337, 8.4425)  -0.0724
C (-4.0599, -4.3626, 7.0715)  -0.4617
C (-3.8003, -3.3133, 5.9790)  -0.1743
O (-3.8650, -4.0461, 4.7378)  -0.1920
C (-3.5504, -3.2472, 3.6430)  -0.1480
N (-3.2198, -5.5407, 6.9990)  0.0351
H (-2.9975, -3.2615, 8.5853)  0.0789
H (-4.2504, -4.3908, 9.2641)  0.0818
H (-4.7206, -2.9374, 8.5070)  0.0797
H (-5.0425, -4.8367, 6.9751)  0.1404
H (-2.8654, -2.7817, 6.1786)  0.1275
H (-4.5984, -2.5669, 5.9429)  0.1256
H (-4.1376, -2.3220, 3.6896)  0.0856
H (-3.7921, -3.7084, 2.6808)  0.0791
H (-2.4855, -3.0149, 3.5065)  0.0796
H (-2.2825, -5.3652, 7.3469)  0.0701
H (-3.1654, -5.8317, 6.0295)  0.0640
C (-0.6924, -1.0002, -5.5396)  -0.0603
C (-2.1359, -0.6330, -5.9166)  -0.4229
C (-2.9454, 0.0814, -4.8521)  -0.1910
O (-2.7951, -0.5785, -3.5959)  -0.1974
C (-3.6521, 0.0072, -2.6220)  -0.1118
N (-1.9639, 0.2467, -7.0767)  0.0240
H (-0.1665, -1.5105, -6.3453)  0.0766
H (-0.7257, -1.6658, -4.6688)  0.0539
H (-0.0967, -0.1311, -5.2589)  0.0722
H (-2.6645, -1.5207, -6.2805)  0.1369
H (-3.9947, -0.1112, -5.1078)  0.1295
H (-2.7723, 1.1590, -4.7738)  0.1240
H (-3.6991, -0.4292, -1.6288)  0.0764
H (-4.6218, 0.3874, -2.9558)  0.0970
H (-3.1642, 0.9759, -2.4283)  0.0399
H (-2.7829, 0.8424, -7.1648)  0.0710
H (-1.8973, -0.3449, -7.8946)  0.0768
C (-1.8275, -4.4441, -0.3401)  -0.0434
C (-0.4972, -4.7131, -0.9989)  -0.3873
C (-0.5690, -4.7060, -2.5589)  -0.1696
O (0.6989, -4.8695, -3.1702)  -0.2136
C (1.3286, -6.1307, -2.9472)  -0.0718
N (0.5100, -3.6855, -0.6916)  0.0284
H (-2.5602, -5.1977, -0.6351)  0.0958
H (-2.2539, -3.4964, -0.6760)  0.0731
H (-1.7883, -4.4814, 0.7481)  0.0824
H (-0.1790, -5.7172, -0.7181)  0.1271
H (-0.9532, -3.7348, -2.8784)  0.1255
H (-1.2137, -5.4838, -2.9795)  0.1388
H (0.8981, -6.7867, -3.7095)  0.0984
H (1.2021, -6.5375, -1.9453)  0.0808
H (2.3855, -6.0513, -3.1944)  0.0943
H (0.0860, -2.7719, -0.8723)  0.0434
H (1.1856, -3.7276, -1.4573)  0.0564
C (-2.5073, 3.3179, 2.8667)  -0.0724
C (-3.9328, 2.8803, 2.5980)  -0.4289
C (-4.2141, 2.8771, 1.0903)  -0.1681
O (-3.4038, 3.7084, 0.2428)  -0.2392
C (-3.8686, 3.7746, -1.1002)  -0.0762
N (-4.0657, 1.5627, 3.2063)  0.0419
H (-2.4296, 4.3126, 2.4305)  0.0739
H (-1.7577, 2.5937, 2.5294)  0.0664
H (-2.2950, 3.2840, 3.9377)  0.0874
H (-4.5552, 3.6024, 3.1310)  0.1417
H (-5.2858, 2.8288, 0.8727)  0.1297
H (-3.8472, 1.8944, 0.7541)  0.1047
H (-4.7453, 4.4233, -1.0939)  0.1039
H (-3.9514, 2.7692, -1.5202)  0.0717
H (-3.0899, 4.2683, -1.6825)  0.0689
H (-3.3652, 0.9276, 2.8317)  0.0404
H (-4.9180, 1.1602, 2.8097)  0.0768
C (2.3567, 0.9913, 4.8365)  -0.0503
C (1.9688, 2.0796, 3.8482)  -0.4327
C (3.1457, 3.0488, 3.6167)  -0.2089
O (3.4980, 3.9099, 4.6868)  -0.1842
C (2.4773, 4.8574, 5.0145)  -0.0898
N (1.6347, 1.5142, 2.5452)  0.0509
H (1.6273, 0.1827, 4.9248)  0.0771
H (2.5302, 1.4704, 5.7993)  0.0876
H (3.2532, 0.4411, 4.5344)  0.0636
H (1.1130, 2.6751, 4.1849)  0.1285
H (3.0573, 3.6267, 2.6921)  0.1107
H (4.0578, 2.4450, 3.5943)  0.1213
H (2.0366, 5.2336, 4.0892)  0.0820
H (2.8932, 5.6296, 5.6575)  0.0899
H (1.6763, 4.4312, 5.6269)  0.0810
H (1.0217, 2.1891, 2.0932)  0.0457
H (1.0381, 0.6869, 2.5577)  0.0485
C (5.9184, 0.1315, -5.8733)  -0.0722
C (5.6501, 0.9292, -4.6032)  -0.4315
C (4.2146, 1.3081, -4.3498)  -0.2132
O (4.1404, 1.9781, -3.1308)  -0.1956
C (2.8407, 2.3120, -2.6956)  -0.0965
N (6.2916, 0.1873, -3.4982)  0.0424
H (5.1911, -0.6761, -6.0017)  0.0743
H (6.9090, -0.2813, -6.0563)  0.0781
H (5.7698, 0.7488, -6.7666)  0.0796
H (6.1890, 1.8630, -4.8116)  0.1368
H (3.6060, 0.3882, -4.3264)  0.1150
H (3.7773, 2.0021, -5.0808)  0.1416
H (2.3713, 2.9311, -3.4673)  0.0978
H (2.8741, 2.7631, -1.7093)  0.0913
H (2.2141, 1.4113, -2.6658)  0.0511
H (7.2829, 0.3809, -3.5866)  0.0775
H (6.0367, 0.6115, -2.6101)  0.0484
C (5.2741, -2.5675, 0.5404)  -0.0479
C (4.4378, -1.2975, 0.7602)  -0.4109
C (3.7929, -0.7809, -0.5203)  -0.1818
O (2.9266, -1.7952, -1.0251)  -0.2469
C (2.6873, -1.6012, -2.4005)  -0.0847
N (3.5146, -1.3892, 1.9309)  0.0392
H (4.7637, -3.4489, 0.1411)  0.0713
H (5.9142, -2.8620, 1.3701)  0.0849
H (5.9324, -2.3424, -0.3042)  0.0937
H (5.1618, -0.5274, 1.0481)  0.1517
H (4.6193, -0.4280, -1.1422)  0.1219
H (3.2794, 0.1675, -0.3262)  0.1346
H (3.5714, -1.7688, -3.0218)  0.1054
H (2.3329, -0.6150, -2.7202)  0.0619
H (1.8632, -2.2538, -2.6834)  0.0786
H (3.2143, -0.4079, 1.9378)  0.0722
H (4.0506, -1.5804, 2.7700)  0.1008
C (0.3242, 4.8064, 1.1388)  -0.0720
C (-0.1434, 5.0844, -0.2881)  -0.3901
C (-0.2997, 3.7586, -1.0484)  -0.2156
O (-0.6624, 4.0403, -2.3854)  -0.1720
C (-0.8249, 2.8278, -3.1135)  -0.0940
N (-1.3604, 5.8981, -0.1732)  0.0589
H (1.3618, 4.4642, 1.1930)  0.0618
H (-0.3033, 4.1176, 1.7070)  0.0417
H (0.3501, 5.6998, 1.7673)  0.0855
H (0.6438, 5.6681, -0.7664)  0.1387
H (-1.0387, 3.1628, -0.4968)  0.1161
H (0.6375, 3.1883, -1.0255)  0.1066
H (-0.5011, 2.9900, -4.1432)  0.0976
H (-1.8601, 2.5085, -3.0053)  0.0605
H (-0.1054, 2.0563, -2.8211)  0.0609
H (-1.9176, 6.0055, -1.0138)  0.0659
H (-2.0395, 5.4392, 0.4274)  0.0448

## Properties
Orbital gap (eV): 5.60
Net charge: +1
E_HOMO (hartree): -0.389
Strongest force on any atom (eV/A): 2.826

---

Calculated values (eV) of energy above the lowest of the compared OMol25 structures with the same formula, charge and spin for the records, taken in order: 0.2785; 3.3375; 5.0259.